1.
Molecular formula: C81H70BFI3N3O12
Method: DFT, wB97M-V/def2-TZVPD

Geometry (Å):
C (-1.09, -3.50, 1.51)
C (-0.84, -2.20, 1.52)
C (-0.49, -0.61, 1.35)
C (-0.33, -0.31, -0.20)
C (-1.38, 0.61, -0.95)
C (-1.96, 1.91, -0.22)
C (-2.49, 3.01, -1.33)
C (-3.06, 2.42, -2.69)
O (-3.69, 1.36, -2.93)
I (-2.77, 3.72, -4.48)
O (-2.78, 1.75, 0.92)
C (-4.07, 1.18, 0.92)
C (-4.23, -0.43, 0.86)
C (-4.59, -1.18, -0.49)
F (-5.44, -0.54, -1.46)
C (-4.52, 1.43, 2.52)
C (-3.79, 2.68, 3.21)
C (-2.40, 2.31, 3.99)
N (-2.61, 1.33, 5.10)
C (-2.01, 1.77, 6.40)
C (-0.46, 2.19, 6.31)
C (-0.01, 3.40, 7.27)
C (1.49, 3.90, 7.20)
C (2.50, 3.21, 6.20)
C (2.07, 2.01, 5.28)
C (0.56, 1.50, 5.33)
O (0.15, 0.42, 4.46)
C (-5.27, 2.00, 0.17)
N (-5.47, 3.40, 0.63)
B (-6.90, 3.70, 1.04)
N (-7.06, 4.59, 2.26)
O (-8.08, 3.22, 0.33)
C (-0.65, 2.69, 0.44)
I (-1.20, 4.71, 1.21)
C (0.64, 2.85, -0.45)
C (1.03, 4.37, -0.94)
I (2.36, 2.32, 0.88)
H (-1.02, -4.61, 1.17)
H (-1.20, 0.06, 1.96)
H (0.56, -0.50, 1.85)
H (-0.32, -1.34, -0.75)
H (0.74, 0.11, -0.40)
H (-2.25, -0.03, -1.32)
H (-0.86, 0.98, -1.93)
H (-1.65, 3.76, -1.63)
H (-3.27, 3.67, -0.77)
H (-3.22, -0.87, 1.25)
H (-5.01, -0.80, 1.65)
H (-5.16, -2.15, -0.19)
H (-3.68, -1.61, -1.09)
H (-4.23, 0.50, 3.16)
H (-5.68, 1.46, 2.57)
H (-4.51, 3.04, 4.06)
H (-3.69, 3.58, 2.51)
H (-1.99, 3.34, 4.35)
H (-1.61, 1.92, 3.23)
H (-3.64, 1.24, 5.24)
H (-2.10, 0.87, 7.13)
H (-2.64, 2.63, 6.89)
H (-0.75, 3.92, 7.99)
H (1.82, 4.77, 7.87)
H (3.59, 3.59, 6.11)
H (2.78, 1.49, 4.52)
H (0.10, -0.42, 5.00)
H (-5.20, 1.98, -0.97)
H (-6.24, 1.41, 0.44)
H (-5.35, 4.00, -0.23)
H (-6.09, 4.88, 2.53)
H (-7.49, 5.46, 1.88)
H (-8.63, 4.02, 0.15)
H (-0.38, 2.11, 1.41)
H (0.80, 2.20, -1.37)
H (0.18, 4.90, -1.50)
H (1.87, 4.20, -1.74)
H (1.53, 5.00, -0.11)
C (6.91, -3.94, -3.97)
C (6.63, -5.24, -4.39)
C (5.31, -5.67, -4.49)
C (4.27, -4.80, -4.16)
C (4.55, -3.51, -3.72)
C (5.87, -3.07, -3.63)
C (3.45, -2.59, -3.32)
O (3.70, -1.46, -2.93)
C (2.06, -3.08, -3.39)
C (1.02, -2.25, -2.96)
C (-0.30, -2.69, -3.03)
C (-0.59, -3.95, -3.54)
C (0.45, -4.79, -3.96)
C (1.77, -4.35, -3.87)
C (2.86, -5.26, -4.29)
O (2.62, -6.37, -4.73)
H (7.94, -3.60, -3.90)
H (7.44, -5.92, -4.64)
H (5.10, -6.68, -4.83)
H (6.10, -2.07, -3.30)
H (1.23, -1.26, -2.56)
H (-1.11, -2.04, -2.69)
H (-1.61, -4.29, -3.60)
H (0.22, -5.77, -4.35)
C (6.63, 9.96, -1.06)
C (5.34, 9.48, -1.30)
C (4.83, 8.45, -0.52)
C (5.61, 7.89, 0.50)
C (6.90, 8.36, 0.72)
C (7.41, 9.40, -0.05)
C (7.76, 7.74, 1.76)
O (8.89, 8.15, 1.96)
C (7.22, 6.61, 2.55)
C (8.03, 5.98, 3.50)
C (7.53, 4.93, 4.26)
C (6.21, 4.51, 4.08)
C (5.40, 5.13, 3.14)
C (5.91, 6.18, 2.36)
C (5.05, 6.81, 1.34)
O (3.90, 6.44, 1.18)
H (7.02, 10.77, -1.66)
H (4.74, 9.91, -2.09)
H (3.83, 8.08, -0.70)
H (8.41, 9.78, 0.13)
H (9.05, 6.31, 3.65)
H (8.16, 4.43, 4.99)
H (5.82, 3.69, 4.68)
H (4.38, 4.79, 3.00)
C (3.96, -3.53, 0.39)
C (2.77, -4.21, 0.12)
C (2.38, -5.27, 0.93)
C (3.18, -5.67, 2.00)
C (4.38, -5.01, 2.25)
C (4.76, -3.93, 1.45)
C (5.27, -5.45, 3.35)
O (6.32, -4.87, 3.58)
C (4.86, -6.61, 4.18)
C (5.71, -7.08, 5.18)
C (5.34, -8.16, 5.97)
C (4.10, -8.78, 5.76)
C (3.26, -8.32, 4.76)
C (3.64, -7.24, 3.95)
C (2.75, -6.79, 2.87)
O (1.67, -7.33, 2.68)
H (4.26, -2.70, -0.24)
H (2.14, -3.91, -0.71)
H (1.45, -5.79, 0.72)
H (5.69, -3.40, 1.65)
H (6.67, -6.60, 5.35)
H (6.00, -8.52, 6.74)
H (3.81, -9.62, 6.38)
H (2.30, -8.81, 4.60)
C (-4.17, -1.44, -4.06)
C (-3.95, -2.81, -3.93)
C (-4.72, -3.71, -4.65)
C (-5.73, -3.25, -5.50)
C (-5.97, -1.89, -5.62)
C (-5.18, -0.98, -4.91)
C (-7.06, -1.39, -6.48)
O (-7.27, -0.19, -6.59)
C (-7.91, -2.36, -7.20)
C (-8.98, -1.91, -7.97)
C (-9.77, -2.82, -8.67)
C (-9.49, -4.19, -8.60)
C (-8.42, -4.64, -7.83)
C (-7.64, -3.73, -7.12)
C (-6.53, -4.23, -6.28)
O (-6.28, -5.42, -6.22)
H (-3.57, -0.73, -3.51)
H (-3.17, -3.16, -3.26)
H (-4.54, -4.78, -4.54)
H (-5.35, 0.09, -5.00)
H (-9.21, -0.85, -8.03)
H (-10.61, -2.47, -9.26)
H (-10.10, -4.90, -9.15)
H (-8.21, -5.71, -7.78)

Computed properties:
Molecular weight (u): 1688.0
Highest occupied orbital energy (eV): -8.50
Strongest force on any atom (Eh/bohr): 0.13539


2.
Molecular formula: C5H11N2
Method: DFT, wB97M-V/def2-TZVPD

Geometry (Å):
C (1.79, 1.44, -3.46)
C (0.90, 0.33, -1.35)
C (0.46, -1.96, 1.91)
C (-2.06, 0.73, 1.14)
C (-0.69, -1.06, 1.99)
N (1.31, 0.83, -2.31)
N (-0.98, -0.20, 1.09)
H (2.06, 2.47, -3.24)
H (2.67, 0.90, -3.82)
H (-0.35, -0.11, 0.25)
H (1.09, -1.83, 2.79)
H (0.11, -3.00, 1.96)
H (1.04, -1.81, 1.00)
H (-1.66, 1.75, 1.15)
H (-2.68, 0.64, 0.24)
H (-2.68, 0.58, 2.02)
H (1.01, 1.42, -4.23)
H (-1.33, -1.11, 2.87)

Computed properties:
Relative energy (zero: lowest compared OMol25 entry of this formula, charge and spin) (kcal/mol): 23.46
Charge: +1
Molecular weight (u): 99.2
Highest occupied orbital energy (eV): -15.53
Strongest force on any atom (Eh/bohr): 0.03594


3.
Molecular formula: C6H13N
Method: DFT, wB97M-V/def2-TZVPD

Geometry (Å):
C (-1.96, -0.19, -0.23)
C (-0.79, 0.58, -0.69)
C (0.56, 0.10, -0.04)
C (1.46, -0.65, -0.67)
C (2.91, -0.59, -0.12)
C (0.72, 0.28, 1.45)
N (-3.29, 0.30, -0.67)
H (-2.01, 0.04, 0.83)
H (-1.86, -1.27, -0.53)
H (-0.62, 0.60, -1.83)
H (-0.90, 1.64, -0.19)
H (1.39, -0.82, -1.82)
H (3.05, 0.22, 0.65)
H (3.59, -0.25, -0.92)
H (3.28, -1.41, 0.45)
H (0.71, 1.34, 1.65)
H (1.65, 0.06, 2.05)
H (-0.17, -0.06, 2.00)
H (-3.82, -0.12, -1.45)
H (-3.89, 0.18, 0.07)

Computed properties:
Relative energy (zero: lowest compared OMol25 entry of this formula, charge and spin) (kcal/mol): 48.75
Molecular weight (u): 99.2
Highest occupied orbital energy (eV): -8.91
Strongest force on any atom (Eh/bohr): 0.06498


4.
Molecular formula: C37H30F17NOSZr
Method: DFT, wB97M-V/def2-TZVPD

Geometry (Å):
C (-1.02, 1.89, -1.53)
C (-1.60, 1.39, -2.50)
C (-2.59, 0.68, -3.52)
C (-2.63, -0.86, -3.12)
C (-3.86, -1.21, -2.22)
C (-3.87, -0.55, -0.81)
C (-4.34, 0.79, -0.73)
C (-4.43, 1.49, 0.52)
O (-4.87, 2.78, 0.59)
C (-3.70, 3.62, 0.88)
C (-3.72, 4.94, 0.05)
C (-4.02, 0.81, 1.71)
C (-3.57, -0.52, 1.65)
C (-3.47, -1.24, 0.39)
N (-3.03, -2.58, 0.36)
C (-1.85, -2.85, 1.07)
C (-0.73, -3.57, 0.54)
C (-0.75, -4.09, -0.94)
C (0.61, -3.90, -1.70)
C (0.94, -2.45, -2.12)
F (0.31, -2.25, -3.37)
F (0.44, -1.47, -1.30)
C (2.50, -2.25, -2.44)
F (2.92, -3.52, -2.74)
F (2.72, -1.54, -3.58)
C (3.37, -1.82, -1.21)
F (2.91, -2.59, -0.15)
F (4.62, -2.28, -1.41)
C (3.31, -0.33, -0.74)
F (2.39, -0.19, 0.26)
F (4.49, -0.02, -0.15)
C (3.04, 0.78, -1.79)
F (2.92, 1.93, -1.07)
F (1.79, 0.66, -2.42)
C (4.13, 1.04, -2.89)
F (3.47, 1.08, -4.11)
F (4.99, 0.00, -3.02)
C (5.02, 2.32, -2.69)
F (6.07, 2.16, -3.54)
F (5.60, 2.36, -1.47)
C (4.35, 3.70, -3.08)
F (4.93, 4.22, -4.16)
F (3.01, 3.64, -3.28)
F (4.61, 4.56, -2.08)
C (0.41, -3.84, 1.35)
C (0.54, -3.37, 2.71)
C (-0.52, -2.62, 3.23)
C (-0.36, -2.08, 4.69)
C (0.36, -0.72, 4.55)
C (1.50, -0.38, 5.35)
C (2.17, 0.84, 5.21)
C (1.77, 1.84, 4.22)
C (2.49, 3.15, 4.01)
C (0.62, 1.51, 3.43)
C (-0.06, 0.29, 3.57)
C (-1.69, -2.38, 2.45)
S (-3.07, -1.46, 3.09)
H (-0.60, 2.29, -0.59)
H (-2.21, 0.80, -4.64)
H (-3.60, 1.13, -3.50)
H (-1.67, -1.18, -2.67)
H (-2.75, -1.43, -4.06)
H (-4.79, -0.87, -2.73)
H (-3.96, -2.30, -2.08)
H (-4.68, 1.32, -1.63)
H (-2.80, 3.04, 0.54)
H (-3.59, 3.81, 1.97)
H (-3.80, 5.81, 0.74)
H (-2.79, 5.09, -0.53)
H (-4.58, 4.91, -0.64)
H (-4.05, 1.31, 2.69)
H (-3.03, -2.98, -0.57)
H (-1.55, -3.61, -1.54)
H (-0.94, -5.18, -0.94)
H (0.61, -4.52, -2.62)
H (1.40, -4.34, -1.05)
H (1.26, -4.42, 0.96)
H (1.44, -3.60, 3.29)
H (-1.33, -1.88, 5.18)
H (0.33, -2.72, 5.28)
H (1.89, -1.07, 6.11)
H (3.07, 1.09, 5.80)
H (3.45, 3.05, 3.45)
H (1.86, 3.83, 3.39)
H (2.72, 3.70, 4.94)
H (0.31, 2.27, 2.69)
H (-0.91, 0.14, 2.89)
Zr (-0.25, 0.92, -4.11)

Computed properties:
Charge: +4
Molecular weight (u): 950.9
Highest occupied orbital energy (eV): -17.72
Strongest force on any atom (Eh/bohr): 0.06623


5.
Molecular formula: C26H43BClN3O14P
Method: DFT, wB97M-V/def2-TZVPD

Geometry (Å):
C (4.68, 0.65, -0.30)
C (3.60, -0.30, -0.94)
C (2.20, 0.46, -0.98)
C (1.07, -0.58, -1.23)
C (-0.17, -0.57, -0.29)
C (-0.71, 0.78, 0.27)
C (-0.27, 1.27, 1.73)
C (-1.33, 1.53, 2.79)
C (-2.36, 0.38, 3.03)
O (-1.99, -0.87, 2.44)
C (-3.08, -1.68, 2.21)
C (-3.11, -2.44, 0.86)
O (-3.95, -1.84, 2.99)
O (0.93, 0.53, 2.05)
C (0.84, -0.15, 3.19)
N (0.63, -0.87, 4.02)
C (0.38, 2.63, 1.17)
Cl (1.45, 3.38, 2.30)
N (0.08, 2.98, -0.04)
N (0.78, 4.11, -0.47)
C (2.19, 3.85, -0.87)
C (0.17, 4.97, -1.47)
C (0.49, 4.93, -3.00)
O (-0.54, 5.85, -1.13)
C (-0.92, 2.05, -0.66)
C (-0.89, 1.81, -2.22)
B (-2.08, 2.47, -3.06)
O (-2.36, 3.82, -3.18)
O (-2.97, 1.59, -3.71)
P (-2.62, 2.66, -0.04)
O (-2.89, 4.26, -0.31)
O (-3.87, 1.64, -0.45)
H (5.07, 0.18, 0.62)
H (5.47, 0.89, -1.03)
H (4.25, 1.63, 0.03)
H (3.47, -1.15, -0.25)
H (3.88, -0.63, -1.96)
H (2.27, 1.11, -1.89)
H (2.16, 1.02, -0.03)
H (1.53, -1.59, -1.15)
H (0.78, -0.51, -2.31)
H (0.04, -1.27, 0.55)
H (-1.01, -1.05, -0.83)
H (-1.78, 0.52, 0.48)
H (-1.92, 2.44, 2.56)
H (-0.86, 1.76, 3.78)
H (-2.48, 0.22, 4.12)
H (-3.36, 0.70, 2.65)
H (-2.05, -2.66, 0.61)
H (-3.65, -3.39, 0.93)
H (-3.52, -1.77, 0.07)
H (2.68, 4.84, -0.94)
H (2.76, 3.28, -0.11)
H (2.32, 3.33, -1.83)
H (-0.38, 5.24, -3.61)
H (0.97, 3.99, -3.32)
H (1.26, 5.72, -3.14)
H (0.13, 2.12, -2.56)
H (-0.93, 0.72, -2.44)
H (-2.49, 3.99, -4.13)
H (-3.84, 1.62, -3.28)
H (-3.19, 4.73, 0.49)
H (-4.69, 2.17, -0.39)
C (-6.60, -6.37, -0.66)
C (-6.90, -4.94, -1.02)
C (-7.23, -4.72, -2.47)
O (-6.87, -3.35, -2.65)
C (-5.89, -3.08, -1.75)
O (-5.23, -2.08, -1.74)
O (-5.75, -4.10, -0.85)
H (-6.34, -6.45, 0.40)
H (-7.46, -7.02, -0.86)
H (-5.74, -6.75, -1.22)
H (-7.70, -4.55, -0.37)
H (-8.28, -4.88, -2.70)
H (-6.62, -5.33, -3.15)
C (6.96, -3.27, 2.98)
C (7.74, -2.23, 2.20)
C (8.67, -1.40, 3.03)
O (8.78, -0.21, 2.25)
C (7.62, -0.09, 1.55)
O (7.30, 0.88, 0.94)
O (6.88, -1.23, 1.64)
H (6.28, -3.81, 2.31)
H (7.63, -3.98, 3.45)
H (6.34, -2.80, 3.74)
H (8.27, -2.71, 1.37)
H (9.64, -1.87, 3.17)
H (8.25, -1.14, 4.01)

Computed properties:
Charge: +1
Molecular weight (u): 698.9
Highest occupied orbital energy (eV): -10.89
Strongest force on any atom (Eh/bohr): 0.11389


6.
Molecular formula: C3H12N5
Method: DFT, wB97M-V/def2-TZVPD

Geometry (Å):
C (1.09, -0.82, -1.27)
C (1.05, -1.84, -0.41)
N (0.32, -1.83, 0.82)
N (1.60, -0.91, -2.57)
H (0.52, 0.09, -1.06)
H (1.58, -2.76, -0.61)
H (-0.57, -2.29, 0.66)
H (0.05, -0.92, 1.15)
H (1.80, -0.03, -3.02)
H (1.06, -1.51, -3.18)
N (0.58, 1.51, 1.15)
C (-0.80, 0.97, 1.10)
N (-1.62, 2.09, 1.27)
N (-1.58, 0.04, 0.26)
H (0.76, 1.43, 2.17)
H (1.18, 0.76, 0.78)
H (-1.18, 2.65, 2.01)
H (-1.53, 2.62, 0.41)
H (-2.44, 0.06, 0.82)
H (-1.87, 0.70, -0.48)

Computed properties:
Relative energy (zero: lowest compared OMol25 entry of this formula, charge and spin) (kcal/mol): 159.57
Charge: +1
Molecular weight (u): 118.2
Highest occupied orbital energy (eV): -11.47
Strongest force on any atom (Eh/bohr): 0.13399


7.
Molecular formula: C7H15ClF3O2P
Method: DFT, wB97M-V/def2-TZVPD

Geometry (Å):
C (-0.60, 0.40, 1.99)
C (-1.27, 1.73, 1.70)
Cl (-1.28, 2.02, -0.11)
C (-2.68, 1.86, 2.23)
P (-3.95, 0.48, 1.75)
H (0.44, 0.39, 1.66)
H (-0.61, 0.23, 3.07)
H (-1.12, -0.43, 1.51)
H (-0.63, 2.54, 2.06)
H (-3.10, 2.83, 1.93)
H (-2.63, 1.85, 3.33)
H (-4.99, 1.34, 2.18)
H (-3.35, -0.42, 2.67)
H (-3.50, 0.48, 0.41)
H (-4.95, -0.54, 1.42)
C (0.78, -0.02, -2.67)
C (1.43, -0.28, -1.33)
O (2.28, -1.46, -1.39)
C (3.49, -1.27, -1.88)
O (3.95, -0.26, -2.33)
C (4.26, -2.62, -1.91)
F (3.52, -3.59, -2.47)
F (4.56, -3.00, -0.66)
F (5.39, -2.50, -2.60)
H (0.22, -0.89, -3.00)
H (0.09, 0.82, -2.57)
H (1.53, 0.24, -3.42)
H (0.69, -0.53, -0.57)
H (2.03, 0.57, -1.00)

Computed properties:
Molecular weight (u): 254.6
Highest occupied orbital energy (eV): -8.49
Strongest force on any atom (Eh/bohr): 0.01315


8.
Molecular formula: C5H5BeO4
Method: DFT, wB97M-V/def2-TZVPD

Geometry (Å):
O (1.51, -0.24, -1.59)
C (0.37, -0.96, -1.31)
C (-0.19, -0.68, 0.08)
O (0.54, 0.08, 0.82)
C (0.91, 1.97, 0.67)
O (0.19, 2.82, 0.18)
O (1.61, 2.26, 1.79)
Be (1.80, 0.46, -0.26)
H (0.50, -2.06, -1.36)
H (-0.43, -0.73, -2.04)
H (1.18, 1.84, 2.55)
C (-1.51, -1.00, 0.51)
C (-2.48, -1.66, -0.22)
H (-1.77, -0.53, 1.47)
H (-2.23, -1.56, -1.30)

Computed properties:
Relative energy (zero: lowest compared OMol25 entry of this formula, charge and spin) (kcal/mol): 66.66
Charge: -1
Molecular weight (u): 138.1
Highest occupied orbital energy (eV): -3.57
Strongest force on any atom (Eh/bohr): 0.13678


9.
Molecular formula: C5H11OP
Method: DFT, wB97M-V/def2-TZVPD

Geometry (Å):
C (-3.08, -1.27, -0.06)
C (-2.21, -0.57, 0.66)
C (1.27, 1.85, 0.15)
C (1.12, -0.67, -0.13)
C (0.52, 0.58, 0.50)
O (-2.04, 2.25, 0.00)
P (-1.21, 0.70, -0.11)
H (-3.76, -1.98, 0.38)
H (-3.13, -1.15, -1.13)
H (-2.16, -0.64, 1.74)
H (1.29, 2.00, -0.93)
H (0.78, 2.71, 0.60)
H (2.30, 1.80, 0.51)
H (0.51, -1.55, 0.07)
H (2.12, -0.85, 0.25)
H (1.19, -0.54, -1.21)
H (0.47, 0.46, 1.59)
H (-1.13, 0.32, -1.44)

Computed properties:
Relative energy (zero: lowest compared OMol25 entry of this formula, charge and spin) (kcal/mol): 31.90
Molecular weight (u): 118.1
Highest occupied orbital energy (eV): -9.03
Strongest force on any atom (Eh/bohr): 0.14578


| no. | LUMO energy (eV) | gap between HOMO and LUMO (eV) |
| --- | --- | --- |
| 1 | -1.21 | 7.3 |
| 2 | -3.81 | 11.7 |
| 3 | 1.05 | 10.0 |
| 4 | -15.02 | 2.7 |
| 5 | -3.90 | 7.0 |
| 6 | -7.49 | 4.0 |
| 7 | 0.58 | 9.1 |
| 8 | 2.79 | 6.4 |
| 9 | 0.76 | 9.8 |